{"formula": "C2H5Br3NO", "method": "wB97M-V/def2-TZVPD", "total_charge": 1, "gap_ev": 8.9, "homo_energy_ev": -14.653, "species": ["C", "C", "N", "O", "Br", "Br", "Br", "H", "H", "H", "H", "H"], "coordinates": [[1.51025, -0.69534, -0.13633], [0.14739, -0.66030, 0.48838], [-1.49605, 0.96553, -0.50007], [-0.01037, -0.02680, 1.52333], [1.59583, -1.65909, -1.78287], [-1.15329, -2.04911, 0.13247], [2.04407, 1.17257, -0.26946], [2.23384, -1.03976, 0.60985], [-1.51275, 1.98151, -0.37973], [-2.26648, 0.63137, 0.10971], [-1.66488, 0.65565, -1.54315], [0.57244, 0.72377, 1.74787]]}

{"formula": "C2H5BrN2O2", "method": "wB97M-V/def2-TZVPD", "gap_ev": [6.8, 5.9], "homo_energy_ev": [-6.263, -9.852], "spin_multiplicity": 3, "species": ["C", "C", "N", "N", "O", "O", "Br", "H", "H", "H", "H", "H"], "coordinates": [[0.01904, -1.40083, 0.21989], [-0.15355, 0.07660, -0.24493], [-0.36696, 0.43438, -1.55071], [-0.92657, 0.82177, 0.70901], [1.03522, -1.61361, 1.03412], [-0.70875, -2.23984, -0.17423], [2.04248, 1.14404, 0.31902], [0.19625, 0.12627, -2.36191], [-1.00307, 1.21260, -1.57861], [-0.75469, 1.83371, 0.77967], [1.51014, -0.61240, 1.23721], [-0.88955, 0.21730, 1.61147]]}

{"formula": "C2H5BrNP", "method": "wB97M-V/def2-TZVPD", "gap_ev": 9.5, "homo_energy_ev": -8.790, "smiles": "CP/N=C/Br", "species": ["C", "C", "N", "P", "Br", "H", "H", "H", "H", "H"], "coordinates": [[0.75073, -0.81260, 1.38162], [-1.05808, 0.62603, -1.76919], [-0.47930, 0.51310, -0.73428], [-0.29281, 0.66006, 0.91161], [-1.10752, -1.05371, -2.74505], [0.88390, -0.70738, 2.51128], [0.18783, -1.69474, 0.99977], [1.69100, -0.74573, 0.71061], [-1.32049, 1.54240, -2.24465], [0.74474, 1.67258, 0.97829]]}

E_tot: -7930.91472, -2913.08223, -3049.26958 (Ha)
Relative energy (zero: lowest compared OMol25 entry of this formula, charge and spin): 1.823, 0.000, 1.559 (eV)